No. 1
The following is a DFT calculation (ωB97M-V/def2-TZVPD) of C37H43NP2PdSb2 as an isolated structure.

Output
Gap between HOMO and LUMO, Ha: 0.2247
Total charge: +2

XYZ file:
```
86
Properties=species:S:1:pos:R:3:forces:R:3:lowdin_charge:R:1
Sb 0.0117 0.9513 2.1305 0.325 0.306 -0.124 1.366
Sb -0.0949 3.3172 -0.4685 -0.174 -0.188 0.078 1.352
Pd -0.3047 0.6793 -0.3117 -0.058 0.086 -0.288 0.025
P -1.6918 -1.4544 -0.4728 -0.063 0.359 0.266 0.935
P 1.0083 -1.4483 -0.5007 -0.155 -0.376 0.070 0.947
N -0.3484 -2.4909 -0.1505 0.066 0.088 0.019 -0.451
C 1.7651 4.3045 -0.6477 0.095 -0.002 0.047 -0.275
C -5.5054 -2.4589 0.4034 0.008 -0.015 -0.006 -0.059
C 0.9335 5.8111 3.9602 -0.004 -0.001 0.007 -0.049
C 1.9200 1.8262 2.4052 0.028 0.003 0.107 -0.247
C 2.4112 -2.0549 0.4582 0.070 0.040 -0.004 -0.363
C -1.2962 0.5161 -3.9845 0.036 -0.030 -0.044 -0.058
C -1.0495 4.5557 0.9864 -0.057 0.128 0.123 -0.298
C -4.3184 -1.7601 0.2424 -0.003 -0.001 0.045 -0.092
C 1.4286 -3.1803 -2.6577 0.005 0.017 0.030 -0.091
C -0.1022 3.7448 4.5870 0.066 0.050 0.014 -0.054
C -1.1346 4.0072 -2.1795 -0.009 -0.035 -0.114 -0.285
C 4.7621 -2.8211 1.7315 0.011 -0.023 0.001 -0.047
C -1.5136 -1.8137 -4.5556 -0.007 0.007 0.015 -0.032
C 1.4332 -1.8604 -2.2059 0.205 -0.038 -0.019 -0.366
C -1.6616 -2.1448 -3.2183 0.137 0.005 -0.022 -0.060
C 0.3794 5.6917 2.6938 0.009 0.018 0.026 -0.034
C 0.1699 -0.6318 3.5168 -0.057 -0.042 -0.058 -0.253
C -1.3213 -0.4896 -4.9378 0.006 0.041 0.017 -0.039
C -4.3932 -4.4963 -0.2419 0.036 -0.023 -0.006 -0.052
C -1.6233 -1.1458 -2.2507 -0.192 -0.102 -0.114 -0.374
C 1.8822 -0.8431 -3.0405 -0.009 -0.002 -0.022 -0.104
C 2.3280 -1.1397 -4.3219 -0.005 -0.004 0.012 -0.064
C -5.5399 -3.8248 0.1635 -0.024 0.023 0.014 -0.048
C -1.3860 2.3497 2.9723 -0.011 -0.079 0.119 -0.265
C 4.4916 -1.4766 1.5381 -0.017 0.007 -0.001 -0.058
C 3.3155 -1.0951 0.9047 0.003 -0.002 0.071 -0.115
C -3.2061 -3.8038 -0.4129 -0.039 0.012 -0.037 -0.097
C 2.3210 -2.4519 -4.7672 -0.001 -0.001 -0.015 -0.055
C 0.6806 4.8409 4.9178 -0.016 -0.016 -0.021 -0.055
C 3.8674 -3.7873 1.2813 0.026 0.017 0.022 -0.045
C -0.6405 3.6059 3.3112 -0.079 -0.047 -0.054 -0.324
C -0.4733 -3.0799 1.2047 0.002 -0.089 -0.057 -0.149
C -1.4610 0.1832 -2.6469 0.033 0.094 0.027 -0.171
C 2.7031 -3.4104 0.6378 -0.025 0.006 -0.070 -0.090
C 1.8687 -3.4718 -3.9362 0.003 0.008 -0.020 -0.057
C -3.1688 -2.4299 -0.1688 -0.017 -0.035 -0.016 -0.364
C -0.4157 4.6022 2.3503 -0.033 -0.045 -0.004 -0.287
H -1.2341 5.0893 -2.1086 0.007 0.001 0.003 0.025
H 0.4955 -0.1238 4.4261 0.006 -0.092 0.048 0.033
H 2.0239 -4.1713 0.2739 0.020 -0.006 -0.026 0.108
H -6.4642 -4.3710 0.2951 0.000 -0.002 -0.003 0.118
H -2.1236 3.5549 -2.2259 -0.001 0.009 0.008 0.018
H 0.9372 -1.3270 3.1842 0.025 -0.001 0.012 0.012
H -1.0651 -2.4423 1.8683 0.005 -0.010 0.017 0.055
H -1.0458 5.5552 0.5488 0.016 -0.019 -0.036 0.076
H -4.2895 -0.6938 0.4370 0.015 0.002 -0.004 0.100
H -0.5790 3.7590 -3.0821 0.008 -0.010 0.010 0.014
H -6.3997 -1.9395 0.7195 -0.001 -0.002 0.001 0.115
H -0.3012 2.9855 5.3353 -0.014 -0.005 -0.001 0.122
H 1.0828 4.9380 5.9168 0.003 0.003 0.001 0.117
H 1.5392 6.6735 4.2032 0.005 -0.002 0.003 0.117
H -1.7938 -3.1796 -2.9288 0.002 0.004 0.005 0.115
H -2.3146 -4.3269 -0.7380 -0.006 -0.004 -0.002 0.103
H 4.0874 -4.8365 1.4252 -0.002 -0.003 -0.004 0.119
H 1.5783 5.2868 -1.0797 0.016 0.004 0.005 0.028
H -2.0924 4.2375 1.0290 0.003 -0.013 0.001 0.072
H 2.2893 2.2312 1.4666 -0.007 -0.002 -0.005 -0.004
H 2.6703 -2.6846 -5.7644 0.002 -0.004 0.001 0.116
H -1.5841 1.0091 -1.9266 -0.122 -0.020 0.017 0.033
H 1.8585 2.6137 3.1556 -0.018 0.009 -0.016 0.022
H 2.5922 1.0422 2.7505 0.013 0.013 0.013 0.016
H -2.2052 2.4833 2.2699 0.030 -0.034 -0.044 0.059
H 3.1118 -0.0443 0.7366 -0.008 0.007 -0.031 0.077
H -0.7700 -1.1470 3.6883 -0.031 0.039 -0.005 0.021
H 2.4476 3.7488 -1.2864 -0.023 -0.021 -0.009 0.017
H 5.6764 -3.1227 2.2245 -0.003 -0.003 0.005 0.119
H -4.4268 -5.5614 -0.4278 0.001 0.000 0.001 0.117
H 1.8877 0.1852 -2.6929 -0.005 -0.008 0.017 0.092
H 5.1958 -0.7265 1.8727 0.002 0.002 -0.003 0.115
H 1.0702 -3.9740 -2.0143 -0.007 -0.006 0.008 0.104
H 2.6822 -0.3474 -4.9680 -0.001 -0.002 -0.007 0.114
H -1.1806 1.5498 -4.2820 0.000 -0.003 -0.009 0.107
H -1.2096 -0.2423 -5.9850 -0.001 -0.005 -0.002 0.121
H 1.8661 -4.4948 -4.2883 -0.002 -0.004 0.004 0.116
H -1.5534 -2.5883 -5.3098 0.002 -0.007 0.008 0.123
H -0.9735 -4.0440 1.1455 0.005 -0.005 -0.019 0.085
H 0.5466 6.4771 1.9658 -0.006 -0.004 -0.007 0.121
H 0.5048 -3.2266 1.6503 -0.019 0.006 0.012 0.058
H -1.7746 1.8505 3.8608 -0.023 0.068 0.022 0.076
H 2.2069 4.4240 0.3406 -0.003 0.014 -0.003 0.009
```
Positions in Å, forces in eV/Å.

No. 2
The following is a DFT calculation (ωB97M-V/def2-TZVPD) of C31H35ClN2Si2Tl as an isolated structure.

Output
Gap between HOMO and LUMO (spin up / spin down), Ha: 0.2342 / 0.1847
Total charge: +1

XYZ file:
```
72
Properties=species:S:1:pos:R:3:forces:R:3:lowdin_charge:R:1
Tl 0.8562 -0.6089 3.5036 -0.564 -0.137 0.727 0.860
Cl 1.9965 0.1408 -0.0076 -0.200 0.134 0.289 0.362
Si 0.1629 -0.0862 0.9032 -0.133 -0.135 -0.224 0.160
Si 2.8197 0.0779 -3.8808 1.001 0.168 -1.228 0.706
N 2.2971 0.3549 5.5289 0.511 0.229 0.000 -0.084
N 0.0942 1.8436 4.3735 0.214 -0.383 0.119 -0.046
C 0.9255 -1.4099 -5.4211 -0.055 -0.355 0.286 -0.092
C -0.6251 -4.1366 0.6346 -0.043 0.271 -0.030 -0.073
C -1.6949 -0.8412 6.2475 -0.477 0.617 -0.398 -0.138
C -2.8409 -1.2178 4.2794 1.115 -2.879 -0.598 -0.102
C -3.1043 2.5007 0.9803 0.057 -0.154 0.143 -0.073
C -1.7945 -1.7694 -0.2950 -0.075 -0.211 -0.037 -0.079
C 0.7846 1.9607 -3.9899 -0.011 0.438 -0.409 -0.125
C -1.7777 -4.1961 -0.1544 0.163 0.309 -0.145 -0.063
C 0.8133 -3.8335 -5.4396 0.096 0.341 0.168 -0.090
C 2.0635 -1.4513 -4.5952 -0.180 -0.679 -0.441 -0.328
C 2.0044 -3.8856 -4.7073 0.107 0.064 -0.020 -0.090
C 0.5881 3.8341 -5.5119 0.130 -0.226 0.082 -0.084
C -1.6779 3.1535 -0.8395 0.030 0.016 0.047 -0.060
C -1.3520 -2.1454 5.7824 0.084 0.997 0.679 -0.093
C 2.4907 2.3336 -5.6688 -0.370 0.055 0.174 -0.089
C 1.7870 3.4550 -6.1268 -0.012 -0.086 0.104 -0.079
C 1.9941 1.5760 -4.5915 -0.411 0.502 0.188 -0.344
C -2.6155 -0.2710 5.3215 1.162 -0.077 1.935 -0.094
C -0.5922 -1.7004 0.4256 -0.315 -0.666 0.599 -0.346
C -2.8776 3.2985 -0.1403 0.356 -0.206 -0.172 -0.061
C -0.0489 -2.8996 0.9320 -0.178 -0.115 -0.125 -0.139
C -2.3596 -3.0087 -0.6145 0.050 -0.099 0.117 -0.064
C -0.7343 2.1996 -0.4459 -0.300 0.180 -0.030 -0.102
C -0.9998 1.3156 0.6123 -0.190 0.911 0.047 -0.342
C 1.3480 2.5021 4.8159 -0.726 0.295 -0.398 -0.257
C 0.0841 3.0811 -4.4489 -0.001 -0.128 0.137 -0.090
C 1.9867 1.7389 5.9533 0.364 -0.070 -0.125 -0.249
C -2.0618 -2.3801 4.5649 -1.657 1.639 -1.756 -0.117
C -2.1800 1.5218 1.3612 0.042 0.029 -0.228 -0.105
C 2.6397 -2.7047 -4.3104 -0.542 -0.044 -0.032 -0.113
C 0.2859 -2.5945 -5.8103 0.145 0.084 -0.028 -0.086
H 0.8090 -2.8666 1.6136 -0.123 -0.084 -0.437 0.061
H -0.3623 2.3374 3.6103 0.147 0.068 0.120 0.075
H 2.4332 -4.8549 -4.4390 -0.098 0.334 -0.136 0.103
H -4.0195 2.6443 1.5523 0.209 -0.113 -0.052 0.109
H -0.7139 -2.8622 6.3015 -0.224 0.265 -0.198 0.113
H -1.3654 -0.3894 7.1859 -0.139 -0.197 -0.413 0.097
H 0.0453 4.7139 -5.8597 0.165 -0.252 0.059 0.105
H 2.3923 -0.2530 6.3401 -0.090 0.022 -0.193 0.087
H 4.2446 0.1418 -4.2997 0.020 -0.068 0.076 -0.017
H -2.2138 -5.1652 -0.4152 0.125 0.403 0.129 0.114
H 2.8238 0.0731 -2.4333 -0.179 0.005 0.421 -0.097
H 1.1305 3.5337 5.1360 0.360 -0.219 -0.122 0.126
H -1.4676 3.7882 -1.7013 -0.028 -0.137 0.276 0.100
H -0.5655 1.7926 5.1479 0.039 -0.050 -0.170 0.074
H -3.2668 -3.0533 -1.2203 0.252 0.055 0.232 0.112
H -0.6329 -2.5427 -6.4006 0.353 -0.039 0.136 0.105
H -3.1113 0.6984 5.4224 0.223 -0.385 -0.024 0.112
H 3.2128 0.3596 5.0770 -0.126 -0.086 0.168 0.079
H 0.3006 -4.7527 -5.7202 0.150 0.207 0.037 0.103
H -2.3796 0.9146 2.2496 -0.009 0.059 -0.304 0.087
H -0.1804 -5.0519 1.0185 -0.080 0.177 -0.041 0.110
H -0.8600 3.3569 -3.9671 0.336 -0.039 -0.261 0.090
H 2.1714 4.0440 -6.9647 -0.106 -0.244 0.314 0.108
H 0.5276 -0.4494 -5.7571 0.025 -0.260 0.237 0.099
H 2.0227 2.5206 3.9498 -0.045 0.172 0.181 0.119
H 0.2192 2.1563 -0.9660 -0.184 -0.097 -0.058 0.071
H -2.3191 -0.8538 -0.5754 0.256 -0.231 -0.142 0.106
H 3.4255 2.0401 -6.1511 -0.249 0.121 0.137 0.103
H 2.9104 2.2682 6.2482 -0.472 -0.122 0.115 0.128
H 1.3012 1.6957 6.8007 0.086 0.027 0.044 0.120
H -3.6210 4.0260 -0.4737 0.258 -0.221 0.202 0.116
H 0.3840 1.3732 -3.1587 0.053 0.165 -0.228 0.084
H -2.0266 -3.2862 3.9615 -0.040 0.303 0.219 0.102
H -3.5206 -1.0996 3.4355 0.253 -0.071 0.282 0.104
H 3.5872 -2.7455 -3.7680 -0.302 -0.095 -0.020 0.099
```
Positions in Å, forces in eV/Å.

How do the records compare in energy relative to the best compared isomer or geometry (same formula, charge and spin)? In the order shown, they have 258.1, 0.0 kJ/mol.